No. 1
DFT (ωB97M-V with the def2-TZVPD basis set) results for a cluster of 3 separate species, C3H9NO2 in total at a distorted geometry.

## Properties
Orbital gap (spin up / spin down) = 10.487 / 6.757 eV
Lowest unoccupied orbital energy (spin up / spin down) = 0.861 / -0.148 eV
2S+1 = 1
Energy = -8837.024 eV
Relative energy (zero: lowest compared OMol25 entry of this formula, charge and spin) = 136.8 kcal per mole

CARTESIAN COORDINATES (ANGSTROEM)
C -0.759 -0.647 -0.194
C 1.319 0.433 -0.719
C 2.111 0.384 0.536
N -2.642 -0.318 0.895
O -0.720 0.579 0.056
O -1.166 -1.157 -1.359
H -1.751 -0.502 -1.776
H -0.319 -1.413 0.446
H -3.255 0.322 0.382
H -2.415 0.186 1.754
H 1.154 1.396 -1.186
H 1.440 -0.378 -1.430
H 3.179 0.553 0.330
H 2.037 -0.591 1.025
H 1.787 1.153 1.240

These are the Löwdin partial charges, in e, on atoms 1 to 8:
1 C -0.46
2 C -0.10
3 C -0.17
4 N 0.08
5 O -0.05
6 O 0.08
7 H 0.13
8 H 0.15

=====

No. 2
DFT (ωB97M-V with the def2-TZVPD basis set) results for a structure of composition C23H55CrF3N11O14S at a distorted geometry.

## Properties
Orbital gap (spin up / spin down) = 9.102 / 9.451 eV
<S²> = 6.01
Lowest unoccupied orbital energy (spin up / spin down) = -1.799 / -1.962 eV
Charge = +1
2S+1 = 5
Energy = -117213.010 eV

CARTESIAN COORDINATES (ANGSTROEM)
Cr 14.032 16.387 15.550
C 13.035 13.652 11.333
F 11.906 13.303 12.103
F 13.858 12.574 11.166
F 12.611 13.964 10.155
S 13.799 15.035 12.280
O 12.835 16.042 11.868
O 13.634 14.603 13.656
O 15.186 15.115 11.849
O 12.019 10.818 14.395
C 11.302 10.735 13.383
N 10.049 11.326 13.439
C 11.618 9.904 12.147
H 9.883 11.876 14.207
H 9.690 11.599 12.553
H 10.922 9.979 11.303
H 11.717 8.880 12.540
H 12.620 10.134 11.714
O 13.422 14.296 6.396
C 13.140 15.473 6.523
N 12.310 16.117 5.645
C 13.402 16.295 7.790
H 12.265 17.132 5.667
H 11.855 15.747 4.832
H 14.325 16.921 7.672
H 13.690 15.571 8.584
H 12.567 16.939 7.977
O 12.555 17.414 14.667
C 11.478 17.243 14.090
N 11.078 18.285 13.381
C 10.501 16.141 14.141
H 11.589 19.151 13.413
H 10.149 18.372 13.026
H 9.506 16.480 14.435
H 10.768 15.347 14.790
H 10.391 15.768 13.138
O 15.196 17.331 14.289
C 15.562 18.221 13.458
N 16.761 18.817 13.637
C 14.624 18.801 12.430
H 17.334 18.442 14.402
H 16.951 19.721 13.231
H 15.038 18.758 11.379
H 14.279 19.803 12.739
H 13.812 18.129 12.492
O 18.412 11.777 14.250
C 18.860 10.849 13.620
N 19.132 10.829 12.304
C 19.223 9.580 14.418
H 19.517 10.054 11.814
H 18.784 11.600 11.792
H 19.828 8.883 13.846
H 18.258 9.107 14.779
H 19.787 9.930 15.320
O 11.646 19.217 8.671
C 10.616 19.509 9.280
N 10.202 19.070 10.498
C 9.711 20.607 8.769
H 10.844 18.381 10.952
H 9.316 19.217 10.996
H 8.690 20.335 9.023
H 9.795 20.822 7.728
H 9.923 21.566 9.283
O 8.250 17.855 12.512
C 7.951 16.717 12.249
N 8.690 16.020 11.384
C 6.729 16.106 12.770
H 9.390 16.568 10.815
H 8.375 15.087 11.119
H 6.331 15.270 12.228
H 5.867 16.738 12.727
H 6.945 15.731 13.775
O 15.439 15.320 16.357
C 16.490 14.749 16.085
N 16.742 14.513 14.812
C 17.437 14.480 17.208
H 16.036 14.760 14.044
H 17.449 13.838 14.545
H 17.845 15.406 17.644
H 18.241 13.780 17.021
H 16.724 14.129 17.938
O 8.348 13.674 9.920
C 8.812 12.755 9.295
N 9.891 12.070 9.724
C 8.200 12.233 8.005
H 10.445 12.554 10.466
H 10.402 11.444 9.171
H 8.838 11.437 7.566
H 8.020 13.090 7.322
H 7.160 11.838 8.322
O 12.852 15.564 16.773
C 12.382 14.385 16.902
N 12.192 13.620 15.872
C 11.819 14.057 18.277
H 12.731 13.680 15.035
H 11.818 12.730 16.015
H 10.911 13.408 18.228
H 11.454 14.886 18.785
H 12.491 13.594 19.004
O 11.898 10.726 8.264
C 12.794 10.465 7.487
N 13.506 11.413 6.876
C 13.179 9.062 6.988
H 14.101 11.189 6.123
H 13.288 12.377 7.079
H 12.945 8.306 7.735
H 14.252 9.104 6.882
H 12.762 8.805 6.031

These are the Löwdin partial charges, in e, on atoms 1 to 8:
1 Cr 0.89
2 C -0.60
3 F 0.04
4 F 0.11
5 F 0.17
6 S 0.51
7 O -0.29
8 O -0.34

=====

No. 3
DFT (ωB97M-V with the def2-TZVPD basis set) results for a structure of composition C28H21Cl5N7O4PRuS5 at a distorted geometry.

## Properties
Orbital gap (spin up / spin down) = 6.417 / 6.950 eV
<S²> = 0.82
Lowest unoccupied orbital energy (spin up / spin down) = 0.919 / 1.507 eV
Charge = -1
2S+1 = 2
Energy = -176656.519 eV
Relative energy (zero: lowest compared OMol25 entry of this formula, charge and spin) = 83.3 kcal per mole

CARTESIAN COORDINATES (ANGSTROEM)
Ru -0.192 -0.118 2.089
Cl 7.098 -0.628 3.693
C 5.586 -0.297 2.937
C 4.421 -0.213 3.697
Cl 4.491 -0.409 5.406
C 3.204 0.022 3.083
Cl 1.731 0.070 3.973
C 3.074 0.212 1.684
O 1.947 0.458 1.120
C 4.282 0.122 0.944
Cl 4.170 0.325 -0.760
C 5.500 -0.133 1.554
Cl 6.924 -0.271 0.596
O -0.660 1.837 3.557
S -1.732 0.949 4.020
O -2.628 1.510 4.994
O -1.188 -0.369 4.391
S -2.752 0.531 2.283
N -3.313 -2.602 3.127
N -1.974 -2.734 3.317
N -1.464 -3.352 4.342
C -0.159 -3.252 4.097
N 0.092 -2.629 2.951
N -1.087 -2.296 2.452
H -3.781 -2.697 4.016
H -3.483 -1.696 2.690
H 0.602 -3.644 4.746
S -4.588 -3.670 -1.907
C -3.055 -3.116 -1.642
S -2.423 -2.702 -0.064
C -0.882 -2.209 -0.808
N -0.908 -2.337 -2.090
N -2.085 -2.858 -2.562
C -2.150 -3.023 -3.976
C -1.439 -2.117 -4.762
C -1.414 -2.261 -6.137
C -2.094 -3.308 -6.742
C -2.796 -4.208 -5.957
C -2.830 -4.075 -4.576
S 0.508 -1.683 0.026
H -0.902 -1.314 -4.281
H -0.856 -1.553 -6.737
H -2.073 -3.422 -7.819
H -3.318 -5.035 -6.420
H -3.374 -4.789 -3.980
C -1.960 1.491 -0.826
P -0.387 1.457 0.105
C -0.308 3.043 0.986
C -1.432 3.846 1.149
C -1.364 4.984 1.938
C -0.189 5.315 2.591
C 0.934 4.514 2.439
C 0.877 3.387 1.642
C 0.784 1.651 -1.284
C 0.854 0.644 -2.247
C 1.715 0.763 -3.325
C 2.513 1.889 -3.461
C 2.442 2.897 -2.512
C 1.590 2.777 -1.425
H -2.070 2.444 -1.342
H -2.792 1.315 -0.148
H -1.919 0.688 -1.563
H -2.370 3.573 0.685
H -2.243 5.606 2.059
H -0.156 6.178 3.244
H 1.849 4.754 2.966
H 1.740 2.743 1.540
H 0.260 -0.253 -2.142
H 1.783 -0.040 -4.049
H 3.196 1.975 -4.297
H 3.069 3.775 -2.600
H 1.552 3.567 -0.690

These are the Löwdin partial charges, in e, on atoms 1 to 8:
1 Ru 0.82
2 Cl 0.64
3 C -0.73
4 C -0.71
5 Cl 0.67
6 C -0.57
7 Cl 0.78
8 C -0.49

=====

No. 4
DFT (ωB97M-V with the def2-TZVPD basis set) results for a cluster of 2 separate species, C4H12 in total at a distorted geometry.

## Properties
Orbital gap (spin up / spin down) = 2.774 / 11.804 eV
<S²> = 0.75
Lowest unoccupied orbital energy (spin up / spin down) = 4.363 / 4.518 eV
Charge = -1
2S+1 = 2
Energy = -4339.855 eV
Relative energy (zero: lowest compared OMol25 entry of this formula, charge and spin) = 27.3 kcal per mole

CARTESIAN COORDINATES (ANGSTROEM)
C 1.357 0.973 1.139
C 0.428 1.792 0.290
H 0.760 0.171 1.637
H 1.986 0.477 0.521
H 1.769 1.518 1.962
H 0.010 2.712 0.839
H 1.021 2.382 -0.411
H -0.379 1.305 -0.383
C -0.317 -1.658 -1.191
C -1.484 -1.101 -0.284
H 0.661 -1.352 -0.733
H -0.447 -2.715 -1.314
H -0.302 -1.314 -2.252
H -2.491 -1.395 -0.647
H -1.236 -0.101 0.118
H -1.338 -1.695 0.709

These are the Löwdin partial charges, in e, on atoms 1 to 8:
1 C -0.42
2 C -0.32
3 H 0.03
4 H -0.02
5 H 0.01
6 H 0.05
7 H 0.02
8 H 0.06

=====

No. 5
DFT (ωB97M-V with the def2-TZVPD basis set) results for a cluster of 2 separate species, C2H11N3O in total at a distorted geometry.

## Properties
Orbital gap = 9.824 eV
Lowest unoccupied orbital energy = 0.872 eV
2S+1 = 1
Energy = -8769.492 eV
SMILES string = NCN.NCO
Relative energy (zero: lowest compared OMol25 entry of this formula, charge and spin) = 7.4 kcal per mole

CARTESIAN COORDINATES (ANGSTROEM)
N -1.660 -2.563 -1.808
C -1.011 -1.444 -2.390
N 0.466 -1.556 -2.417
H -2.202 -3.206 -2.349
H -1.425 -2.824 -0.870
H -1.375 -1.300 -3.412
H -1.246 -0.546 -1.837
H 0.840 -0.753 -2.903
H 0.765 -2.453 -2.765
N 0.315 2.467 3.519
C 0.690 1.692 2.374
O 2.001 1.966 1.861
H 0.427 3.471 3.422
H 0.870 2.193 4.320
H 0.642 0.665 2.706
H -0.023 1.804 1.549
H 1.925 2.386 1.002

These are the Löwdin partial charges, in e, on atoms 1 to 8:
1 N 0.00
2 C -0.39
3 N -0.02
4 H 0.06
5 H 0.06
6 H 0.10
7 H 0.09
8 H 0.05

=====

No. 6
DFT (ωB97M-V with the def2-TZVPD basis set) results for a structure of composition C12H23F3NO2P2V at a distorted geometry.

## Properties
Orbital gap (spin up / spin down) = 7.518 / 8.304 eV
<S²> = 2.05
Lowest unoccupied orbital energy (spin up / spin down) = -8.858 / -8.072 eV
Charge = +2
2S+1 = 3
Energy = -70803.305 eV
Relative energy (zero: lowest compared OMol25 entry of this formula, charge and spin) = 19.2 kcal per mole

CARTESIAN COORDINATES (ANGSTROEM)
V -0.047 -0.692 1.320
P 0.336 1.529 1.760
C 1.668 1.887 0.517
C 1.775 0.846 -0.575
N 1.133 -0.329 -0.375
C 1.288 -1.411 -1.174
C 2.306 -1.446 -2.141
C 3.085 -0.301 -2.294
C 2.794 0.837 -1.541
C 0.382 -2.611 -0.970
P -1.274 -1.988 -0.323
H 3.405 1.721 -1.593
H 2.447 -2.354 -2.754
H 3.925 -0.302 -2.999
H 0.168 -3.138 -1.920
H 0.823 -3.426 -0.348
H 1.702 2.955 0.299
H 2.573 1.912 1.132
H -0.978 2.616 -3.388
O -1.243 3.497 -3.705
H -1.005 4.111 -2.971
H -3.825 1.000 -1.065
O -4.411 1.202 -0.320
H -4.551 2.164 -0.567
C -2.064 -1.729 -1.954
H -1.737 -2.621 -2.509
H -3.148 -1.703 -1.795
H -1.757 -0.793 -2.439
C -2.332 -3.359 0.314
H -3.277 -2.825 0.503
H -2.503 -4.145 -0.431
H -1.951 -3.802 1.247
C 1.477 1.984 3.108
H 1.900 2.970 2.845
H 1.041 2.074 4.105
H 2.307 1.265 3.183
C -0.871 2.890 1.747
H -1.323 2.985 2.745
H -0.346 3.834 1.526
H -1.687 2.690 1.032
F 2.171 -1.851 2.816
C 0.792 -1.791 2.890
F 0.357 -3.106 2.931
F 0.474 -1.245 4.132

These are the Löwdin partial charges, in e, on atoms 1 to 8:
1 V 0.77
2 P 0.86
3 C -0.24
4 C -0.25
5 N -0.03
6 C -0.30
7 C 0.03
8 C 0.02